# 1
32
Properties=species:S:1:pos:R:3:forces:R:3 method="wB97M-V/def2-TZVPD" lumo_energy_ev=-0.42 total_energy_ha=-1233.18341 gap_ha=0.276 smiles="O=c1[nH]c2nc(-c3ccccc3)nc-2c2n1CCCS2" largest_force_ev_per_a=3.0 de_lowest_kcal_mol=0.00 homo_ev=-7.9215
H -0.119 0.188 5.794 -0.1 -0.2 0.4
C 0.783 1.383 -5.679 -0.1 0.3 0.2
C -0.222 -0.270 -4.193 -0.3 0.5 0.7
C 1.110 0.950 4.207 -0.6 0.8 0.4
H 1.256 1.892 4.799 0.0 -0.7 -0.9
C 1.169 2.157 -4.568 -0.2 -0.9 -0.1
H -1.013 0.961 4.481 -0.1 -0.1 0.1
C -0.084 0.009 -1.664 0.3 0.8 0.3
H -1.310 -1.456 4.580 0.1 -0.3 -0.5
H 1.269 2.227 -2.441 -0.1 -0.1 0.2
N 0.397 0.623 -0.590 0.5 0.6 -0.7
N -0.892 -1.082 -1.403 0.2 -0.5 -1.1
H -0.834 -1.168 -4.057 0.4 0.3 -0.1
C 0.912 1.656 -3.287 -0.3 0.1 0.0
C 0.177 0.469 -3.054 0.6 0.1 -0.8
H 1.004 1.681 -6.707 -0.1 0.1 0.4
H 0.419 -1.758 4.318 -0.3 0.3 -0.3
C -0.411 -1.058 4.097 -0.7 -0.8 0.0
C -0.059 -0.125 0.458 -0.7 -0.4 0.9
H -1.745 -2.969 0.255 -0.3 0.4 0.5
H -0.283 -0.382 -6.311 0.2 0.1 -0.1
C -0.192 0.283 4.722 1.2 1.0 -1.1
C -1.335 -2.027 2.004 -0.3 -2.4 1.7
N -1.502 -2.069 0.667 0.8 0.8 -1.4
H 1.677 3.117 -4.687 -0.1 -0.4 0.0
O -1.732 -2.999 2.637 0.1 0.6 0.7
C 0.079 0.202 -5.474 -0.1 -0.3 0.4
H 1.987 0.319 4.348 -0.1 0.0 0.0
N -0.658 -0.980 2.631 1.1 1.8 -1.0
C 0.007 0.003 1.832 0.3 -0.2 -0.4
S 0.978 1.392 2.405 -0.7 -1.2 1.0
C -0.832 -1.171 -0.121 -0.8 -0.1 0.6

---

# 2
49
Properties=species:S:1:pos:R:3:forces:R:3 method="wB97M-V/def2-TZVPD" lumo_energy_ev="-3.46 / -5.65" total_charge=+1 total_energy_ha=-16011.40908 gap_ha="0.296 / 0.225" largest_force_ev_per_a=1.0 homo_ev="-11.5115 / -11.7641" spin_multiplicity=2
H 0.911 -4.568 -2.151 0.0 0.0 0.0
C -3.200 3.883 1.195 0.0 0.0 0.0
C -1.316 -2.707 -3.504 0.0 0.1 -0.1
H -3.285 -0.264 -2.860 0.0 0.0 0.0
C -2.277 -0.573 -1.049 0.0 0.0 -0.1
Br -3.194 2.964 -2.907 0.0 0.0 0.0
C -2.075 3.216 1.670 0.1 0.1 0.0
C -0.030 -3.077 -2.805 -0.2 0.1 0.2
O 2.648 -2.743 1.265 0.1 0.0 0.1
H -0.231 -0.260 4.577 0.0 0.0 0.0
O -0.268 1.764 1.089 -0.2 -0.1 0.2
Br -5.107 4.702 -0.784 0.0 0.0 0.0
C -3.569 3.824 -0.196 0.0 0.0 -0.1
O -0.985 -0.733 -0.731 0.0 -0.2 0.1
P 2.986 -1.259 0.971 0.2 0.1 0.0
H -1.132 -2.867 -4.571 -0.1 0.0 0.0
C -1.654 2.436 -0.623 0.0 -0.1 0.1
O 1.044 -2.329 3.353 0.1 0.0 0.0
H 2.032 -2.887 2.050 0.0 0.0 0.0
H 3.741 -1.077 3.935 0.0 0.0 0.0
O 4.525 -1.161 0.748 0.0 0.0 0.0
O 0.850 -2.290 -2.541 0.1 0.0 -0.1
C -2.692 -1.069 -2.424 0.0 0.0 -0.1
C -1.313 2.487 0.775 0.0 0.0 -0.1
H 3.195 0.565 4.277 0.0 0.0 0.0
Br -4.245 4.854 2.381 0.0 0.0 0.0
O 0.263 0.109 3.831 0.0 -0.1 0.0
Cl 1.920 2.158 -1.083 0.1 0.2 0.1
C 3.558 -0.098 3.490 0.0 0.0 0.0
Cl 3.047 -0.311 -3.501 0.0 0.1 0.0
O 0.038 -4.371 -2.524 0.0 0.0 -0.1
H -3.356 -1.927 -2.288 0.0 0.0 0.0
C -2.808 3.120 -1.090 0.1 0.1 -0.1
O 2.243 -0.662 -0.217 0.0 -0.5 -0.1
Cl 0.254 1.267 -4.440 -0.1 0.0 0.0
C 2.517 -0.207 2.398 0.0 0.0 0.0
Ge 1.112 0.260 -2.775 0.3 -0.3 0.0
Br -1.526 3.255 3.460 0.0 0.0 0.0
O -1.635 -1.352 -3.314 0.0 0.0 0.1
H 4.979 -1.930 0.376 0.0 0.0 0.0
Ta 0.487 0.380 -0.153 -0.4 0.8 -0.4
H -2.118 -3.380 -3.199 0.0 0.0 0.0
P 0.900 -0.948 2.849 0.1 -0.1 -0.1
H 4.492 0.298 3.096 0.0 0.0 0.0
O -3.059 -0.049 -0.306 0.0 0.0 0.0
H 1.787 1.650 2.375 0.0 0.0 0.0
O 2.206 1.040 1.746 0.0 -0.1 -0.1
O 0.241 -0.833 1.459 -0.2 0.1 0.3
O -0.900 1.704 -1.331 0.0 -0.2 0.2

---

# 3
22
Properties=species:S:1:pos:R:3:forces:R:3 method="wB97M-V/def2-TZVPD" lumo_energy_ev=0.56 total_energy_ha=-433.81392 gap_ha=0.281 largest_force_ev_per_a=2.4 de_lowest_kcal_mol=98.05 homo_ev=-7.0944
N 0.966 -0.047 2.245 -0.4 -0.1 0.1
N 1.353 1.677 -0.805 -0.2 -0.7 0.1
H 0.540 -2.903 0.456 -0.4 0.1 -0.1
N -0.760 0.375 -0.643 0.7 -0.1 -0.2
N -1.521 -0.254 -1.675 0.2 0.4 0.3
C -1.432 1.449 0.100 0.0 0.1 -0.1
H 0.740 -2.771 2.264 0.5 -0.1 0.1
C 0.764 0.565 -0.964 -1.0 1.1 -1.4
H -2.250 -0.798 -1.219 0.1 0.0 -0.1
H -0.364 -0.427 0.248 2.0 -0.7 1.0
H 1.254 -0.470 3.122 0.3 0.3 -0.1
H -1.777 2.239 -0.569 0.0 0.1 0.0
C 0.685 -2.250 1.308 -0.1 -0.2 0.5
H 1.694 -0.213 -2.591 0.0 -0.2 0.3
H 1.435 0.805 1.965 0.0 -0.3 0.4
H 0.930 -1.383 -1.533 0.0 0.1 -0.3
N 1.300 -0.462 -1.697 -0.4 0.3 0.7
H -2.287 1.036 0.640 0.0 -0.1 -0.2
C 0.715 -0.916 1.189 -1.6 0.0 -0.8
H -1.969 0.459 -2.245 0.0 0.0 0.0
H 0.760 2.422 -0.457 -0.1 -0.1 0.0
H -0.776 1.868 0.862 0.1 -0.1 -0.1

---

# 4
12
Properties=species:S:1:pos:R:3:forces:R:3 method="wB97M-V/def2-TZVPD" lumo_energy_ev=0.71 total_energy_ha=-666.52394 gap_ha=0.370 smiles="CC(=O)SCO" largest_force_ev_per_a=3.9 de_lowest_kcal_mol=43.98 homo_ev=-9.3710
O -0.748 -1.509 -0.294 -0.1 -1.5 -0.6
H -2.198 1.210 -0.247 -0.7 1.9 -0.3
H -2.754 0.142 1.208 1.5 0.8 -1.5
O 2.607 -0.801 0.253 0.8 -1.1 -0.2
H 2.763 1.062 0.429 -0.4 0.7 -0.8
H -3.016 -0.359 -0.325 -1.2 -0.8 -1.7
H 2.113 0.665 -1.234 0.6 -0.3 -1.7
C -0.998 -0.376 -0.055 2.4 0.5 1.0
C -2.307 0.249 0.133 -0.9 -1.2 3.0
S 0.316 0.853 0.294 0.6 0.7 0.1
C 2.199 0.390 -0.227 -2.2 0.6 3.1
H 2.021 -1.527 0.066 -0.5 -0.4 -0.5

---

# 5
140
Properties=species:S:1:pos:R:3:forces:R:3 method="wB97M-V/def2-TZVPD" lumo_energy_ev=-1.22 total_energy_ha=-2691.05146 gap_ha=0.260 smiles="COCCCc1cc(C)c2c(c1CCO)C(=O)c1c(CCCF)cccc1C2=O.CC(C)O.CC(C)O.CC(C)O.CC(C)O.CC(C)O.CC(C)O.CC(C)O" largest_force_ev_per_a=8.3 homo_ev=-8.2980
C -4.460 1.925 -3.419 3.0 -2.4 1.0
C -3.063 4.999 -4.498 0.3 0.8 1.1
F -10.670 1.016 -1.521 2.3 1.6 1.8
H 4.227 -0.543 -4.042 0.1 0.2 -0.1
H 0.149 2.432 5.703 0.0 -0.1 0.0
C -3.526 -1.175 2.002 -3.8 2.4 -1.2
H -2.181 5.701 -4.891 -2.1 -1.6 0.6
H 2.626 0.714 -5.350 0.0 0.2 0.1
C -5.838 2.791 -3.664 0.0 0.2 -0.6
H 4.259 0.330 -8.670 -0.2 -0.1 0.2
C 5.161 -1.582 -8.265 0.3 0.1 0.1
H 3.323 -0.064 -2.612 0.1 0.1 0.0
H -7.102 3.453 -5.545 1.3 -2.1 1.1
C 7.787 -3.730 2.579 0.2 0.3 0.1
C -0.166 1.583 6.319 0.1 0.1 0.3
H 6.612 -9.546 5.872 0.0 0.0 -0.1
H -0.764 -0.683 3.767 0.1 0.0 0.1
C -5.751 0.269 -1.445 -3.1 -0.7 -1.5
H 4.814 -5.406 3.182 0.1 0.1 0.0
C -8.981 0.709 0.452 -0.9 0.0 -0.7
H 3.573 2.339 -3.215 -0.2 -0.1 -0.2
H 2.799 -2.207 -9.593 0.2 0.0 0.0
C -4.401 0.691 -2.340 2.0 0.7 -1.4
C -1.781 5.425 6.892 -0.2 0.6 -0.3
C 6.923 -9.008 4.971 -0.4 0.0 0.0
C 0.637 -2.948 0.826 -0.4 0.1 0.0
H 1.044 -1.079 1.810 0.1 0.1 -0.3
H -4.078 3.556 -5.940 2.2 -0.5 1.4
H 5.759 2.174 -4.444 -0.1 0.0 -0.1
C -3.007 -0.195 -2.076 -0.3 1.9 -1.7
H -0.673 1.560 -4.595 -2.2 -0.4 1.2
C -6.536 2.483 -5.140 -0.7 0.2 -0.4
H 5.886 -3.171 3.418 -0.1 0.0 -0.3
H -1.430 5.502 4.968 0.1 -0.2 0.4
C -3.037 2.244 -4.239 -0.4 -2.3 1.7
H 5.704 -1.235 -7.379 -0.1 0.0 -0.2
H -4.111 5.554 -4.627 2.4 -1.1 0.1
H -6.648 2.563 -2.843 1.8 0.2 -1.7
H -8.671 -0.333 0.010 -0.5 2.3 0.7
H -0.442 -1.854 -3.301 0.3 2.2 1.4
C -2.729 5.821 -0.742 -0.3 -0.2 0.7
H -1.402 7.168 8.128 0.0 0.0 -0.1
O -6.964 0.117 -1.984 7.3 1.2 3.3
C 3.943 -0.708 -8.521 0.0 -0.6 -0.2
C -3.276 5.660 6.747 -0.3 -0.2 0.1
H 9.775 -7.508 6.245 -0.2 -0.1 0.0
C -5.880 0.313 2.921 2.9 -1.8 -3.1
H 2.397 -1.740 -0.603 -0.2 0.2 0.3
H 5.046 0.358 -2.745 -0.1 -0.1 0.0
H -0.257 -2.581 0.310 0.1 -0.1 0.2
H -7.093 0.573 -5.105 -1.1 1.4 0.3
O 8.217 -7.171 4.118 0.2 0.1 -0.2
C -3.129 -1.375 -0.895 1.6 -3.3 -0.6
C -3.088 3.531 -5.290 0.7 0.2 0.4
H 6.021 -4.235 0.783 -0.1 0.3 0.4
C 9.109 -8.347 6.016 0.2 0.2 0.3
C -0.333 -0.886 -2.611 -0.7 -0.2 -0.5
H 3.788 -1.160 -10.638 -0.1 0.0 0.1
C 4.110 0.257 -3.303 0.0 -0.1 0.3
C -9.619 1.707 -0.729 0.6 0.2 0.8
H 2.578 -2.804 2.803 0.0 0.0 -0.1
O -7.602 1.435 -5.056 2.8 0.2 -0.3
H -8.760 2.147 -1.433 -2.1 -1.5 1.2
H -1.176 7.446 6.386 -0.1 -0.1 0.1
H 7.411 -9.717 4.292 0.1 0.0 0.1
H 6.338 -5.550 4.090 0.0 0.0 -0.2
H -9.861 0.511 1.232 2.1 0.5 -1.5
H 5.843 -1.569 -9.121 -0.1 0.0 0.1
H 0.152 0.814 3.666 0.0 0.0 0.2
O 3.093 -0.736 -7.377 -0.2 0.1 0.4
H -7.425 2.377 0.344 -0.5 -1.8 1.6
H -10.066 2.655 -0.160 0.5 -2.2 -1.4
H -1.321 -0.225 6.151 -0.2 0.1 -0.1
H -2.470 6.723 -0.032 -0.3 -1.6 -1.8
H -4.115 -0.750 4.323 -1.0 0.6 -2.8
H -6.462 0.721 3.862 1.2 -0.9 -2.3
H -3.847 4.454 -2.414 2.4 0.3 -0.9
H 8.043 -2.714 2.261 -0.1 -0.1 0.1
C 3.166 -1.185 -9.738 -0.2 0.2 -0.2
O 1.932 -1.111 -0.027 0.0 0.2 -0.3
H -2.525 -1.766 2.250 -2.5 1.4 -0.7
H 0.326 -3.486 1.727 0.0 0.0 -0.1
H 0.724 1.110 6.745 -0.1 0.1 0.0
H 7.329 -7.139 5.955 0.1 0.1 -0.2
H 4.866 -2.619 -8.068 -0.1 0.1 -0.1
H 6.247 -6.037 2.381 0.2 0.1 0.1
C 5.903 -5.301 3.117 -0.4 0.0 0.3
H -1.897 4.190 -2.596 -2.0 0.9 -0.7
C 3.729 1.566 -3.976 0.2 -0.5 -0.4
H 2.808 -1.654 -7.238 0.1 0.4 -0.1
C -0.163 0.021 4.353 0.0 -0.3 -0.1
O 5.677 -3.600 1.433 -0.1 0.1 -0.3
C 2.823 -2.287 1.871 0.1 0.1 0.1
H 2.285 -0.554 -9.903 0.2 0.0 0.0
C -1.623 0.083 -2.919 -3.5 1.6 0.1
C -6.364 0.611 1.351 3.0 -2.0 1.8
O 2.497 1.399 -4.672 -0.3 0.0 0.0
C -4.488 -0.561 3.205 -0.7 0.6 -3.1
H 8.198 -4.410 1.824 -0.1 -0.1 0.1
C 7.853 -7.856 5.314 0.3 -0.6 -0.2
O -2.579 -2.593 -1.009 -3.2 7.6 0.9
H -2.050 4.890 -0.473 -1.2 1.9 -0.6
H -1.842 1.964 4.410 -0.1 -0.3 0.3
H -0.363 -1.299 -1.501 0.1 1.2 -2.4
C 6.279 -3.891 2.692 0.4 -0.6 -0.2
O -1.272 4.865 5.684 0.1 -0.2 -0.3
H 6.029 -8.641 4.455 0.1 0.0 0.1
H -3.487 6.348 5.921 0.1 0.1 0.1
H 0.033 6.538 7.285 -0.2 0.0 0.0
H -1.598 4.700 7.692 0.1 0.0 -0.3
H -5.668 3.970 -3.643 0.1 -2.6 0.1
H 8.863 -8.865 6.948 0.1 0.0 -0.1
C 4.802 2.020 -4.952 0.1 0.3 -0.1
H 1.125 -3.657 0.147 0.1 0.0 0.1
H 8.683 -7.800 3.542 -0.2 0.2 0.3
C 1.567 -1.796 1.169 0.3 -0.6 -0.1
H -3.792 4.722 6.516 0.1 0.1 0.1
C -7.714 1.513 1.110 0.2 0.2 -0.8
C -2.824 4.854 -2.873 -0.8 0.2 -0.1
H 4.944 1.282 -5.750 0.0 -0.1 0.2
O -2.137 1.239 4.986 -0.2 0.0 0.0
H -5.764 2.162 -5.966 -1.3 0.7 1.8
H -2.131 3.503 -6.003 -2.3 -0.2 1.6
H 8.278 -3.932 3.536 0.0 0.0 -0.1
C -0.978 0.590 5.504 0.4 0.5 -0.3
H 4.509 2.957 -5.438 0.0 -0.1 0.1
H -3.837 5.490 -0.463 2.1 0.7 -0.8
C -4.006 -0.875 0.440 -1.6 1.1 2.7
H -8.113 2.064 2.071 1.3 -1.3 -1.7
H -0.769 1.994 7.137 0.1 -0.1 -0.1
H 9.674 -9.032 5.374 -0.2 0.0 0.0
C -5.405 0.002 0.171 0.7 -0.2 1.7
H -3.701 6.076 7.666 0.0 0.0 -0.1
H 3.489 -1.448 2.100 -0.1 -0.1 0.0
H 0.727 -0.499 4.719 0.0 0.1 -0.1
C -1.661 1.323 -4.008 -3.3 -0.6 2.2
C -1.044 6.720 7.196 0.3 0.0 0.2
H 0.686 -0.340 -2.852 -2.2 -1.0 0.5
O -2.598 6.172 -2.195 -0.6 -2.4 1.5
H 3.389 -2.972 1.229 -0.2 0.1 0.1